{"formula": "C52H63MoNO2PSSe", "method": "ωB97M-V with the def2-TZVPD basis set", "elements": ["Mo", "C", "C", "C", "C", "C", "C", "C", "Se", "C", "C", "C", "C", "C", "C", "O", "C", "C", "C", "C", "C", "C", "C", "C", "C", "O", "C", "C", "C", "C", "C", "C", "H", "H", "H", "H", "H", "H", "H", "H", "H", "H", "H", "H", "H", "H", "H", "H", "H", "H", "H", "H", "H", "H", "H", "H", "H", "H", "H", "H", "H", "H", "H", "H", "H", "H", "H", "H", "H", "H", "H", "H", "C", "C", "C", "C", "C", "C", "C", "P", "C", "C", "C", "C", "C", "C", "C", "C", "C", "C", "C", "C", "C", "C", "H", "H", "H", "H", "H", "H", "H", "H", "H", "H", "H", "H", "H", "H", "H", "H", "H", "H", "H", "H", "S", "C", "C", "N", "C", "H", "H", "H"], "coordinates": [[0.440, -0.262, -0.859], [0.400, 4.706, 4.920], [1.773, 4.619, 4.231], [2.846, 4.390, 5.299], [2.068, 5.941, 3.500], [1.752, 3.491, 3.205], [0.758, 3.457, 2.209], [0.750, 2.402, 1.337], [-0.480, 2.264, -0.109], [-1.989, 1.401, 0.727], [-2.903, 2.131, 1.433], [-4.048, 1.487, 1.943], [-4.220, 0.133, 1.651], [-3.329, -0.638, 0.906], [-2.197, 0.041, 0.472], [-1.206, -0.570, -0.294], [-3.609, -2.102, 0.552], [-3.818, -2.180, -0.975], [-2.433, -2.999, 0.975], [-4.868, -2.626, 1.243], [-5.070, 2.284, 2.744], [-6.184, 1.394, 3.294], [-4.358, 2.979, 3.915], [-5.692, 3.343, 1.813], [1.728, 1.408, 1.359], [1.569, 0.424, 0.406], [2.760, 1.421, 2.276], [2.704, 2.481, 3.192], [3.902, 0.399, 2.416], [5.246, 1.152, 2.377], [3.744, -0.326, 3.762], [3.939, -0.657, 1.308], [0.434, 5.471, 5.699], [-0.395, 4.990, 4.223], [0.130, 3.756, 5.391], [2.811, 5.206, 6.022], [2.684, 3.456, 5.848], [3.855, 4.381, 4.873], [2.063, 6.765, 4.217], [3.051, 5.916, 3.020], [1.317, 6.162, 2.735], [0.014, 4.243, 2.133], [-2.752, 3.193, 1.588], [-5.106, -0.355, 2.026], [-2.959, -1.791, -1.529], [-3.971, -3.222, -1.274], [-4.702, -1.611, -1.278], [-1.545, -2.826, 0.372], [-2.186, -2.852, 2.031], [-2.713, -4.046, 0.847], [-5.773, -2.118, 0.899], [-4.984, -3.684, 1.001], [-4.807, -2.540, 2.331], [-5.795, 0.605, 3.947], [-6.865, 2.004, 3.890], [-6.777, 0.935, 2.496], [-3.859, 2.253, 4.566], [-3.616, 3.710, 3.576], [-5.095, 3.518, 4.514], [-6.192, 2.876, 0.960], [-6.436, 3.918, 2.368], [-4.944, 4.047, 1.434], [3.475, 2.509, 3.950], [5.378, 1.816, 3.233], [6.065, 0.429, 2.400], [5.344, 1.750, 1.465], [3.785, 0.366, 4.607], [2.791, -0.865, 3.814], [4.555, -1.049, 3.886], [4.035, -0.211, 0.316], [4.813, -1.293, 1.466], [3.059, -1.300, 1.324], [-1.254, -3.877, -2.419], [0.058, -4.285, -3.045], [0.263, -5.616, -3.393], [1.450, -6.034, -3.981], [2.483, -5.131, -4.202], [2.313, -3.802, -3.858], [1.101, -3.376, -3.309], [0.826, -1.619, -3.100], [2.316, -0.702, -3.517], [2.875, -0.074, -2.406], [4.004, 0.715, -2.455], [4.602, 0.863, -3.698], [4.061, 0.249, -4.822], [2.909, -0.536, -4.774], [2.354, -1.118, -6.049], [-0.471, -1.142, -4.205], [-0.935, -1.856, -5.305], [-1.862, -1.250, -6.136], [-2.301, 0.045, -5.861], [-1.836, 0.734, -4.747], [-0.918, 0.122, -3.902], [-0.418, 0.835, -2.668], [-1.652, -4.683, -1.802], [-2.005, -3.641, -3.177], [-1.151, -3.004, -1.779], [-0.523, -6.339, -3.197], [1.571, -7.073, -4.266], [3.417, -5.461, -4.641], [3.124, -3.097, -4.013], [2.438, -0.290, -1.455], [4.412, 1.192, -1.574], [5.505, 1.456, -3.791], [4.554, 0.379, -5.779], [3.117, -1.135, -6.825], [1.527, -0.500, -6.413], [1.975, -2.133, -5.923], [-0.573, -2.858, -5.517], [-2.243, -1.782, -7.000], [-3.026, 0.517, -6.513], [-2.202, 1.734, -4.535], [-1.276, 1.349, -2.251], [0.316, 1.602, -2.918], [1.367, -3.714, 2.011], [2.227, -4.102, 0.591], [2.001, -3.174, -0.361], [1.137, -2.160, 0.042], [0.751, -2.338, 1.296], [2.864, -4.975, 0.526], [2.463, -3.165, -1.327], [0.098, -1.656, 1.826]], "homo_lumo_gap_ha": [0.196, 0.196], "multiplicity": 1, "total_charge": 3}